(1)
Formula: C4H5NO2
Source: the OMol25 dataset
Level of theory: ωB97M-V/def2-TZVPD

Structure (XYZ):
```
12
Properties=species:S:1:pos:R:3:forces:R:3
C 1.984 1.171 0.219 -1.28 0.56 1.08
C 0.710 1.561 0.518 2.26 -0.47 -0.28
N -0.419 1.014 -0.123 0.58 -2.33 0.63
C -0.972 -0.236 -0.051 -1.23 0.05 -0.67
O -2.164 -0.487 -0.306 1.94 0.79 0.48
C -0.144 -1.472 0.132 0.54 0.66 -1.02
O 0.903 -1.640 -0.444 -0.43 -0.32 0.67
H 2.769 1.710 0.784 -0.37 -0.68 -0.54
H 2.224 0.307 -0.442 -0.28 1.10 0.51
H 0.489 2.346 1.279 0.28 -0.60 -0.86
H -1.154 1.602 -0.277 -2.16 2.42 -0.53
H -0.780 -2.193 0.615 0.15 -1.18 0.54
```
Positions in Å, forces in eV/Å.

Calculated values
HOMO in Ha: -0.3511
SMILES: C=CNC(=O)C=O
Lowest unoccupied orbital energy in eV: -0.049
Largest force on an atom in hartree/bohr: 0.064
E_tot in eV: -9812.525
ΔE to the lowest compared entry with this formula, charge and spin in kcal per mole: 41.3



(2)
Formula: C5H10N2S
Source: the OMol25 dataset
Level of theory: ωB97M-V/def2-TZVPD

Structure (XYZ):
```
18
Properties=species:S:1:pos:R:3:forces:R:3
C -1.910 2.014 -0.212 0.74 2.74 -0.26
C -2.483 0.615 -0.139 1.25 -2.45 -1.08
C -1.670 -0.500 -0.085 -0.31 0.78 0.16
C -2.086 -1.940 -0.117 1.22 -1.53 0.19
N -0.246 -0.507 -0.081 -0.37 0.97 1.25
C 0.389 -0.053 0.926 1.41 0.94 -3.10
N 1.786 0.143 0.818 0.70 0.42 0.68
S 2.885 -0.074 -0.480 -0.52 -1.06 0.59
H -1.903 2.577 0.780 -0.22 -0.90 -0.97
H -2.446 2.778 -0.909 0.51 -1.69 1.02
H -0.796 2.125 -0.551 -1.92 -0.86 0.49
H -3.517 0.286 -0.446 0.91 1.18 0.71
H -1.343 -2.484 0.557 -1.20 0.64 -0.35
H -1.761 -2.437 -1.089 -1.03 0.79 0.79
H -3.107 -2.165 0.234 0.38 0.13 -0.59
H 0.027 0.502 1.776 -0.62 -0.34 0.52
H 2.130 0.973 1.281 -0.52 -0.31 0.65
H 2.346 0.755 -1.344 -0.42 0.55 -0.69
```
Positions in Å, forces in eV/Å.

Calculated values
HOMO in Ha: -0.3094
SMILES: C/C=C(C)\N=C\NS
Lowest unoccupied orbital energy in eV: 0.789
Largest force on an atom in hartree/bohr: 0.069
E_tot in eV: -19160.324
ΔE to the lowest compared entry with this formula, charge and spin in kcal per mole: 59.5



(3)
Formula: C26H26FNO6
Source: the OMol25 dataset
Level of theory: ωB97M-V/def2-TZVPD

Structure (XYZ):
```
60
Properties=species:S:1:pos:R:3:forces:R:3
C 8.146 1.517 -0.715 0.07 0.06 -0.14
O 7.534 1.013 0.446 -0.15 -0.12 0.23
C 6.205 0.704 0.396 -0.12 -0.03 -0.02
C 5.655 0.184 1.570 0.11 0.07 -0.15
C 4.324 -0.156 1.628 -0.15 0.00 -0.16
C 3.505 0.009 0.512 0.21 0.14 -0.05
O 2.191 -0.364 0.668 0.05 -0.16 0.05
C 1.273 0.009 -0.316 -0.04 0.16 -0.02
C 1.181 -0.852 -1.602 0.48 0.19 -0.02
O 1.885 -1.069 -2.552 0.19 -0.12 -0.29
N -0.058 -1.262 -1.272 -0.39 -0.06 0.04
C -1.039 -2.106 -1.907 0.00 0.01 -0.04
C -1.506 -3.151 -0.930 -0.06 0.01 -0.08
C -2.637 -2.924 -0.155 0.13 -0.09 -0.12
C -3.040 -3.849 0.792 0.01 -0.24 0.16
C -2.291 -5.000 0.956 0.01 0.14 -0.07
F -2.678 -5.906 1.878 0.03 0.06 -0.07
C -1.157 -5.248 0.204 -0.11 -0.08 0.15
C -0.768 -4.313 -0.738 -0.14 0.09 0.03
C -0.149 -0.536 -0.010 0.10 0.03 0.28
C -1.277 0.444 0.062 -0.26 0.09 0.08
C -2.074 0.511 1.190 0.12 -0.05 -0.01
C -3.147 1.395 1.262 -0.11 0.17 -0.06
O -3.979 1.464 2.349 0.04 0.16 -0.51
C -3.684 0.680 3.479 0.03 -0.13 0.19
C -3.417 2.242 0.178 -0.05 0.14 -0.06
O -4.431 3.145 0.079 0.21 -0.45 -0.16
C -5.015 3.697 1.238 -0.29 0.24 0.31
C -2.604 2.159 -0.973 -0.13 0.11 0.11
O -2.948 3.010 -1.976 -0.12 -0.13 0.41
C -2.189 2.993 -3.159 0.15 -0.02 -0.20
C -1.548 1.264 -1.026 -0.02 0.03 -0.02
C 4.046 0.516 -0.658 -0.40 -0.12 0.16
C 5.388 0.863 -0.715 0.42 0.10 0.09
H 7.701 2.469 -1.025 0.00 -0.04 0.00
H 9.190 1.679 -0.452 -0.06 0.01 -0.07
H 8.088 0.803 -1.543 -0.01 0.03 0.02
H 6.298 0.059 2.426 0.07 -0.02 0.12
H 3.894 -0.558 2.532 -0.05 -0.04 0.13
H 1.307 1.087 -0.516 -0.02 -0.09 0.03
H -1.887 -1.494 -2.239 0.09 -0.09 -0.04
H -0.555 -2.557 -2.777 -0.09 0.07 0.02
H -3.205 -2.016 -0.292 -0.08 0.11 -0.02
H -3.918 -3.689 1.397 -0.09 -0.01 0.07
H -0.596 -6.155 0.361 0.04 -0.10 0.03
H 0.118 -4.485 -1.330 0.12 -0.03 -0.07
H -0.144 -1.203 0.858 0.02 0.08 -0.02
H -1.855 -0.145 2.016 -0.01 -0.09 0.12
H -2.695 0.912 3.886 -0.03 -0.02 -0.03
H -3.746 -0.390 3.257 0.02 0.04 0.01
H -4.445 0.937 4.215 0.08 -0.06 -0.01
H -4.257 4.049 1.942 -0.02 -0.02 -0.03
H -5.671 2.984 1.742 0.07 0.12 -0.05
H -5.601 4.544 0.884 0.05 -0.03 0.05
H -2.639 3.745 -3.805 0.07 -0.06 0.01
H -2.232 2.018 -3.656 0.01 0.03 0.03
H -1.142 3.258 -2.973 -0.04 -0.02 0.00
H -0.925 1.196 -1.903 0.03 0.03 -0.17
H 3.445 0.620 -1.547 -0.08 -0.05 -0.10
H 5.777 1.250 -1.643 0.07 0.04 -0.07
```
Positions in Å, forces in eV/Å.

Calculated values
HOMO in Ha: -0.2895
SMILES: COc1ccc(O[C@H]2C(=O)N(Cc3ccc(F)cc3)[C@@H]2c2cc(OC)c(OC)c(OC)c2)cc1
Lowest unoccupied orbital energy in eV: 0.567
Largest force on an atom in hartree/bohr: 0.010
E_tot in eV: -43874.410
ΔE to the lowest compared entry with this formula, charge and spin in kcal per mole: 0.1



(4)
Formula: C3H7NO
Source: the OMol25 dataset
Level of theory: ωB97M-V/def2-TZVPD

Structure (XYZ):
```
12
Properties=species:S:1:pos:R:3:forces:R:3
C 0.376 -0.296 1.142 1.33 -0.75 2.48
N -0.260 0.123 -0.068 1.41 -0.94 -0.41
C 0.578 0.959 -0.971 0.19 -1.63 -1.04
C -1.210 -0.818 -0.438 -3.83 1.37 1.40
O -2.236 -0.422 -0.988 1.28 -1.34 -0.86
H 0.724 -1.403 1.251 -0.40 1.67 -0.79
H -0.375 -0.202 1.965 0.75 0.12 -0.34
H 1.268 0.352 1.392 -1.07 -0.71 -0.29
H 1.408 0.237 -1.411 -1.62 1.78 0.27
H 1.081 1.701 -0.382 0.28 0.16 0.57
H -0.002 1.585 -1.710 0.43 -1.39 0.50
H -1.352 -1.814 0.217 1.27 1.67 -1.47
```
Positions in Å, forces in eV/Å.

Calculated values
HOMO in Ha: -0.3373
SMILES: CN(C)C=O
Lowest unoccupied orbital energy in eV: 0.760
Largest force on an atom in hartree/bohr: 0.084
E_tot in eV: -6760.440
ΔE to the lowest compared entry with this formula, charge and spin in kcal per mole: 53.3



(5)
Formula: C16H58N8O13
Source: the OMol25 dataset
Level of theory: ωB97M-V/def2-TZVPD

Structure (XYZ):
```
95
Properties=species:S:1:pos:R:3:forces:R:3
C 0.162 14.632 -16.308 -0.82 -0.59 -0.22
C -0.656 13.438 -16.935 2.85 -0.51 1.64
O -1.540 13.915 -17.833 -1.75 1.71 -1.16
H -0.477 15.384 -15.815 -0.09 -0.72 0.04
H 0.633 15.238 -17.077 0.42 -0.36 -0.30
H 0.892 14.250 -15.580 -0.10 0.17 -0.28
H -1.112 12.819 -16.149 -0.08 0.36 0.10
H -0.006 12.725 -17.490 0.44 0.41 0.61
H -1.995 13.163 -18.178 -0.72 -0.51 -0.60
C 0.724 17.849 -14.584 0.51 -0.53 -0.49
C 1.277 19.049 -15.279 0.12 0.66 0.46
O 0.276 20.043 -15.218 -0.27 -0.20 1.24
H 1.365 17.028 -14.844 0.32 -0.76 -0.05
H -0.288 17.571 -14.873 0.00 0.38 -0.34
H 0.747 17.929 -13.536 0.01 0.28 1.45
H 1.446 18.818 -16.285 0.11 -0.61 -1.88
H 2.306 19.410 -14.976 -1.03 -0.35 0.59
H 0.473 20.714 -15.838 0.24 1.13 -0.95
C -2.449 15.449 -13.900 -0.33 -0.61 -1.80
C -2.043 14.020 -13.762 -1.10 0.22 1.66
O -2.021 13.610 -12.405 -0.31 -0.34 0.16
H -1.765 16.053 -13.444 2.27 1.81 1.10
H -3.341 15.710 -13.407 -1.49 -0.23 0.56
H -2.533 15.730 -14.953 -0.03 0.05 -0.03
H -1.098 13.807 -14.177 1.07 -0.16 -0.91
H -2.816 13.457 -14.234 -0.33 -0.95 -0.48
H -1.241 13.960 -11.939 -0.40 0.00 -0.15
C 3.601 19.167 -11.855 -4.15 -6.51 2.09
O 2.658 18.190 -11.704 4.39 3.08 -1.54
N 4.839 19.034 -11.498 4.39 -2.37 0.81
N 3.246 20.356 -12.098 -3.91 6.66 -2.60
H 5.296 18.111 -11.379 -1.13 0.77 -0.13
H 5.554 19.750 -11.581 -0.68 0.07 -0.23
H 2.241 20.603 -12.394 2.17 -0.97 0.74
H 3.843 21.198 -12.035 -0.30 -1.22 -0.21
C 0.714 20.335 -9.615 -5.31 2.55 2.23
O -0.442 20.822 -8.955 6.56 -2.39 -3.01
N 1.933 20.911 -9.595 0.85 3.67 3.43
N 0.658 19.257 -10.381 -1.40 -1.54 -1.01
H 2.095 21.699 -8.841 -0.60 -2.36 -2.34
H 2.713 20.673 -10.196 -0.72 -0.19 0.52
H -0.311 18.883 -10.603 0.72 0.64 0.13
H 1.424 18.847 -10.972 -0.33 0.82 0.69
C -1.989 15.392 -9.279 -0.85 4.23 -5.58
O -2.065 16.114 -10.453 0.51 -3.37 5.18
N -2.855 14.461 -9.013 -3.18 -3.41 -0.04
N -1.092 15.633 -8.353 2.15 0.32 1.76
H -3.603 14.186 -9.735 1.99 0.73 1.54
H -2.691 13.815 -8.201 -0.44 1.07 -1.47
H -0.369 16.354 -8.457 -0.69 -0.13 -0.21
H -1.065 15.194 -7.419 -0.29 0.16 -1.08
C 1.821 16.763 -8.050 0.91 -3.67 7.69
O 2.169 16.050 -6.908 -1.57 3.44 -5.30
N 0.865 17.657 -8.077 -2.41 2.39 0.42
N 2.284 16.513 -9.213 2.87 -2.07 -3.38
H 0.315 17.834 -7.252 0.43 0.19 0.18
H 0.662 18.257 -8.921 0.43 -0.78 1.03
H 3.013 15.808 -9.305 -0.40 0.34 0.04
H 1.949 16.957 -10.052 0.25 0.17 0.00
C 3.990 15.782 -13.442 0.24 -2.15 0.38
O 5.292 16.214 -13.618 1.29 1.18 0.14
H 3.250 16.487 -13.668 -1.10 1.27 -0.08
H 3.890 15.377 -12.443 -0.24 0.18 0.29
H 3.914 14.946 -14.114 -0.86 -0.66 -0.24
H 5.420 16.077 -14.549 0.79 0.28 -0.46
C 2.205 12.687 -12.991 2.12 -2.39 1.48
O 2.171 11.368 -13.507 -0.50 -0.70 -0.44
H 2.539 13.311 -13.762 0.63 1.49 -0.70
H 2.842 12.619 -12.066 -0.20 0.93 -0.85
H 1.262 12.933 -12.656 -2.13 0.46 0.45
H 2.995 11.195 -13.967 0.03 0.00 0.05
C -2.179 19.013 -12.425 0.07 -1.24 0.07
O -1.701 18.537 -11.130 -1.58 1.05 -1.76
H -1.857 19.966 -12.830 0.68 0.20 0.82
H -3.249 19.016 -12.486 -0.88 0.27 0.57
H -1.936 18.249 -13.146 0.50 -0.16 -0.54
H -2.222 17.718 -10.981 0.71 -0.01 0.54
C 0.687 15.357 -11.934 -0.02 0.45 -0.30
O 0.180 14.433 -11.016 0.11 -1.93 -1.35
H 0.205 16.307 -11.730 0.07 0.45 -0.28
H 0.486 15.062 -12.962 -0.18 -0.14 -0.02
H 1.746 15.396 -11.796 0.84 0.42 -0.15
H 0.078 14.925 -10.241 -0.39 0.92 2.12
C 2.007 13.011 -7.932 0.20 1.42 -1.78
O 2.507 12.746 -9.283 0.33 1.27 1.35
H 2.766 13.455 -7.285 -0.09 0.02 -0.32
H 1.627 12.136 -7.509 -0.47 -1.57 0.80
H 1.163 13.704 -8.058 0.32 0.09 0.35
H 2.289 11.854 -9.469 -0.29 -1.21 -0.48
C -1.273 11.540 -9.080 -1.17 0.75 0.42
O -0.630 11.703 -10.290 0.31 -1.72 -0.31
H -0.776 12.056 -8.284 0.35 0.91 0.63
H -1.297 10.558 -8.674 -0.03 -1.34 -0.48
H -2.304 11.913 -9.176 0.02 -0.26 0.32
H -0.308 12.582 -10.285 0.71 1.39 -0.58
```
Positions in Å, forces in eV/Å.

Calculated values
HOMO in Ha: -0.3202
Lowest unoccupied orbital energy in eV: -0.274
Largest force on an atom in hartree/bohr: 0.167
E_tot in eV: -56066.177
ΔE to the lowest compared entry with this formula, charge and spin in kcal per mole: 2.9



> Which value of E_tot does entry 4 give?

-6760.440 eV